Computed, not measured: a structure of composition C38H92O28S3 at a distorted geometry, with wB97M-V/def2-TZVPD.

Each line ends with the Mulliken charge.
Geometry (Å):
C (0.950, 7.068, 3.494)  -0.577
O (-0.128, 6.689, 2.672)  -0.305
C (0.102, 6.161, 1.404)  0.109
C (-1.254, 5.981, 0.750)  -0.566
O (-1.997, 4.942, 1.454)  -0.184
C (-3.273, 4.674, 0.958)  -0.518
H (1.695, 7.712, 3.027)  0.344
H (1.606, 6.238, 3.814)  0.076
H (0.472, 7.477, 4.372)  0.261
H (0.631, 5.179, 1.347)  -0.209
H (0.717, 6.890, 0.777)  0.377
H (-1.044, 5.743, -0.297)  0.302
H (-1.859, 6.909, 0.729)  0.387
H (-3.528, 3.754, 1.475)  0.094
H (-3.148, 4.409, -0.099)  0.155
H (-3.981, 5.505, 1.103)  0.345
C (-2.366, -5.302, -1.971)  -0.655
O (-3.201, -4.780, -0.942)  -0.259
C (-4.399, -4.204, -1.435)  -0.838
C (-4.353, -2.930, -2.213)  0.512
O (-3.967, -3.104, -3.543)  -0.452
C (-3.473, -1.964, -4.156)  -0.295
H (-1.502, -5.752, -1.468)  0.343
H (-2.115, -4.521, -2.691)  0.052
H (-2.929, -6.099, -2.437)  0.412
H (-5.002, -3.947, -0.537)  0.361
H (-4.888, -4.958, -2.069)  0.355
H (-3.667, -2.214, -1.762)  -0.406
H (-5.387, -2.562, -2.150)  0.345
H (-3.110, -2.289, -5.123)  0.339
H (-2.696, -1.592, -3.477)  -0.102
H (-4.289, -1.267, -4.363)  0.334
C (-0.797, 1.148, -4.500)  -0.712
O (-1.409, 2.066, -3.608)  -0.289
C (-2.651, 1.612, -3.124)  0.032
C (-3.293, 2.640, -2.238)  0.169
O (-4.547, 2.166, -1.733)  -0.083
C (-5.654, 1.879, -2.586)  -0.446
H (-0.064, 1.676, -5.105)  0.176
H (-1.549, 0.721, -5.189)  0.361
H (-0.336, 0.322, -3.941)  0.203
H (-2.522, 0.702, -2.518)  -0.113
H (-3.296, 1.340, -3.975)  0.515
H (-3.381, 3.519, -2.912)  0.392
H (-2.683, 2.814, -1.357)  -0.894
H (-6.235, 2.795, -2.826)  0.204
H (-6.262, 1.198, -1.978)  0.059
H (-5.292, 1.375, -3.482)  0.249
C (-2.451, -4.863, 2.357)  -0.374
O (-3.224, -4.026, 3.172)  -0.515
C (-2.875, -2.688, 3.094)  -0.495
C (-1.614, -2.183, 3.655)  0.130
O (-0.495, -2.542, 2.911)  -0.198
C (0.708, -2.409, 3.632)  -0.562
H (-2.442, -4.401, 1.359)  0.100
H (-2.958, -5.829, 2.275)  0.271
H (-1.393, -4.945, 2.619)  0.197
H (-3.646, -2.208, 3.704)  0.337
H (-3.007, -2.380, 2.038)  0.180
H (-1.502, -2.432, 4.715)  0.587
H (-1.744, -1.093, 3.575)  -0.180
H (0.758, -1.404, 4.060)  0.025
H (1.471, -2.549, 2.868)  0.152
H (0.911, -3.133, 4.413)  0.380
C (-0.223, 0.809, 5.683)  -1.054
O (-0.391, 0.995, 4.224)  -0.123
C (0.701, 1.645, 3.601)  0.459
C (1.194, 2.981, 4.088)  -0.579
O (2.082, 2.854, 5.253)  -0.353
C (2.212, 4.038, 5.983)  -0.844
H (-0.182, 1.789, 6.129)  0.294
H (0.698, 0.286, 5.784)  0.418
H (-1.056, 0.181, 5.952)  0.262
H (0.392, 1.747, 2.548)  -0.478
H (1.582, 0.998, 3.603)  0.237
H (0.339, 3.577, 4.396)  0.624
H (1.808, 3.501, 3.348)  0.186
H (1.241, 4.412, 6.287)  0.352
H (2.849, 4.662, 5.373)  0.233
H (2.743, 3.807, 6.890)  0.269
C (8.283, -6.396, -0.959)  -0.730
O (7.311, -5.737, -1.783)  -0.326
C (7.479, -4.338, -1.821)  -0.511
C (6.430, -3.615, -2.611)  -0.539
O (5.124, -3.581, -2.081)  -0.300
C (4.888, -2.630, -1.082)  -0.688
H (8.084, -7.457, -1.109)  0.235
H (8.100, -6.088, 0.070)  0.308
H (9.291, -6.149, -1.277)  0.301
H (8.430, -4.143, -2.315)  0.377
H (7.710, -3.917, -0.849)  0.433
H (6.329, -4.199, -3.538)  0.261
H (6.722, -2.557, -2.711)  0.391
H (3.817, -2.573, -0.904)  -0.046
H (5.365, -1.664, -1.278)  0.439
H (5.301, -2.953, -0.117)  0.421
C (-0.081, -6.049, -5.274)  -0.636
O (0.998, -5.222, -4.745)  -0.340
C (0.792, -3.833, -4.838)  0.101
C (1.956, -3.086, -4.190)  -0.128
O (1.754, -1.711, -4.379)  -0.276
C (2.864, -0.909, -4.108)  -0.510
H (-0.043, -6.006, -6.360)  0.301
H (-1.037, -5.744, -4.836)  0.202
H (0.304, -7.026, -4.997)  0.233
H (-0.164, -3.537, -4.357)  -0.238
H (0.700, -3.567, -5.909)  0.273
H (2.929, -3.358, -4.603)  0.390
H (1.994, -3.301, -3.097)  0.021
H (3.001, -0.919, -3.030)  0.082
H (2.677, 0.110, -4.447)  0.173
H (3.832, -1.206, -4.559)  0.385
C (-2.172, 0.733, 0.652)  -0.083
O (-1.096, 0.492, -0.251)  1.607
C (-0.782, -0.832, -0.371)  0.184
C (0.377, -1.041, -1.320)  1.165
O (1.567, -0.419, -0.943)  -0.230
C (1.969, -0.634, 0.405)  -0.350
H (-1.909, 0.523, 1.700)  -0.150
H (-3.056, 0.195, 0.319)  0.262
H (-2.439, 1.784, 0.545)  -0.818
H (-1.675, -1.335, -0.725)  -0.193
H (-0.585, -1.265, 0.613)  -0.460
H (0.128, -0.608, -2.272)  -1.678
H (0.626, -2.120, -1.290)  0.405
H (1.959, -1.707, 0.634)  0.214
H (1.408, -0.022, 1.101)  0.093
H (2.958, -0.207, 0.499)  -0.056
C (0.964, 3.345, -1.079)  0.281
C (1.680, 2.588, -2.200)  0.969
O (1.904, 3.671, -3.083)  -0.354
S (1.580, 5.095, -2.441)  1.041
O (0.251, 5.486, -2.764)  -0.559
O (2.716, 5.918, -2.743)  -0.641
O (1.538, 4.587, -0.994)  -0.287
H (1.109, 2.843, -0.127)  0.020
H (-0.112, 3.374, -1.331)  0.076
H (0.988, 1.903, -2.636)  -0.736
H (2.650, 2.206, -1.910)  0.263
C (-7.258, 1.249, 2.630)  -0.408
C (-6.045, 1.696, 1.745)  -0.213
O (-5.505, 0.432, 1.339)  0.021
S (-6.660, -0.528, 0.991)  1.062
O (-6.357, -1.852, 1.396)  -0.524
O (-7.028, -0.202, -0.340)  -0.649
O (-7.711, 0.064, 2.015)  -0.350
H (-8.081, 1.939, 2.570)  0.306
H (-6.901, 0.974, 3.596)  0.315
H (-5.286, 2.280, 2.280)  0.287
H (-6.364, 2.324, 0.895)  0.136
C (5.426, 3.295, 3.734)  0.151
C (5.614, 1.895, 4.284)  -0.282
O (5.752, 1.133, 3.064)  -0.429
S (4.975, 1.765, 1.893)  1.079
O (3.586, 1.678, 2.249)  -0.018
O (5.579, 1.421, 0.663)  -0.634
O (5.509, 3.155, 2.346)  -0.468
H (6.139, 4.032, 4.048)  0.381
H (4.503, 3.731, 4.052)  -0.241
H (4.729, 1.565, 4.737)  0.240
H (6.565, 1.740, 4.755)  0.298

Its charge is 0. Its frontier orbital gap is 9.39 eV. The relative energy (zero: lowest compared OMol25 entry of this formula, charge and spin) is 0.0 kcal per mole.